1.
H10KO5 as an isolated structure in a non-equilibrium geometry, computed with wB97M-V/def2-TZVPD.

The geometry in XYZ format:
```
16
Properties=species:S:1:pos:R:3:nbo_charge:R:1
K -1.17121 1.05984 -1.71696 0.99
O -1.43643 -0.42375 2.39723 -0.93
H -0.86992 -0.92260 1.83188 0.47
H -2.25312 -0.33389 1.85879 0.46
O 1.99958 2.03963 -2.30344 -0.92
H 1.51470 2.46376 -1.58431 0.46
H 2.49764 1.47497 -1.76966 0.47
O 0.78678 -1.02467 -1.10625 -0.99
H 0.88964 -1.97184 -1.42387 0.50
H 1.61987 -0.98242 -0.62946 0.50
O -0.95952 -2.81104 0.31614 -0.94
H -0.54747 -2.18557 -0.29652 0.46
H -1.89197 -2.81952 0.04305 0.47
O 0.01660 2.23022 1.10640 -1.00
H 0.14648 2.83072 1.83854 0.50
H -0.34165 1.37616 1.43844 0.49
```

Results
- LUMO energy: -4.20 eV
- Charge: +1
- Largest force on an atom: 0.0536 hartree/bohr
- Energy relative to the best compared isomer or geometry (same formula, charge and spin): 164.36 kJ/mol
- Electronic energy: -981.93020 a.u.

=====

2.
H10Li7O25S5 as an isolated structure in a non-equilibrium geometry, computed with wB97M-V/def2-TZVPD.

The geometry in XYZ format:
```
47
Properties=species:S:1:pos:R:3:nbo_charge:R:1
Li -3.61213 -10.11336 11.98563 0.92
Li 0.69329 -8.74235 9.43560 0.92
Li 0.90009 -11.26012 7.98464 0.91
Li 1.43613 -12.76690 11.24506 0.90
Li -1.09175 -13.46333 12.32600 0.91
Li -4.13142 -11.37866 9.29538 0.94
Li -1.95009 -13.11988 7.79222 0.92
S 2.74325 -10.91380 10.06530 2.63
O 4.22048 -10.98358 10.16773 -1.03
O 2.19570 -12.10769 9.50314 -1.19
O 2.18571 -10.94701 11.41233 -1.08
O 2.31498 -9.80233 9.25083 -1.20
S 1.61877 -13.27874 14.19725 2.62
O 1.60835 -12.21097 15.19917 -1.05
O 1.20607 -14.56758 14.77308 -1.11
O 0.70279 -12.97387 13.09477 -1.21
O 2.97900 -13.43855 13.68548 -1.12
S -2.84122 -11.97431 14.19116 2.62
O -3.02294 -10.53502 14.01236 -1.19
O -1.61079 -12.26061 14.87794 -1.03
O -3.97607 -12.53600 14.90041 -1.11
O -2.73497 -12.66490 12.91621 -1.19
S -1.22895 -11.28609 10.13087 2.69
O -0.25968 -10.47396 9.37965 -1.20
O -2.26306 -11.76589 9.20509 -1.19
O -0.61751 -12.40150 10.75525 -1.02
O -1.85261 -10.43527 11.13877 -1.13
S -4.77815 -14.03802 8.11975 2.63
O -5.38288 -14.60965 6.90200 -1.08
O -3.35537 -14.35736 8.28676 -1.17
O -4.85139 -12.60901 8.03436 -1.22
O -5.55861 -14.54006 9.24179 -1.05
O -2.60198 -11.87321 6.34345 -1.01
H -3.55741 -11.81648 6.33100 0.52
H -2.30947 -10.96977 6.46376 0.49
O 0.14294 -10.12133 13.06709 -0.95
H 0.90943 -10.35305 12.54265 0.49
H -0.60393 -10.39244 12.53332 0.45
O -0.78474 -7.99239 10.79258 -1.00
H -1.15248 -8.76083 11.22905 0.53
H -1.39735 -7.28531 10.99503 0.47
O -1.91162 -9.25040 7.26993 -0.96
H -1.06092 -8.98205 6.92274 0.46
H -1.70390 -9.71911 8.07825 0.50
O -2.62472 -14.55945 10.81646 -0.96
H -2.28279 -15.43855 10.97926 0.45
H -2.82778 -14.55034 9.88109 0.49
```

Results
- LUMO energy: 3.49 eV
- Charge: -3
- Largest force on an atom: 0.1550 hartree/bohr
- Electronic energy: -3931.23733 a.u.

=====

3.
A 4-piece molecular cluster, H10NO3 overall in a non-equilibrium geometry, computed with wB97M-V/def2-TZVPD.

The geometry in XYZ format:
```
14
Properties=species:S:1:pos:R:3:nbo_charge:R:1
N 0.55143 -0.69616 0.33366 -0.88
H 0.03885 -0.05496 0.95300 0.47
H 1.30441 -0.13791 -0.04476 0.44
H -0.06316 -0.94386 -0.46927 0.47
H 0.87925 -1.52797 0.81397 0.44
H 0.73838 0.24391 3.84033 0.50
H 0.18313 -1.11834 3.45077 0.48
O 0.28400 -0.21784 3.12888 -0.98
H -1.04879 -1.20738 -2.86343 0.51
H -0.52820 0.00249 -2.13786 0.50
O -0.91315 -0.87804 -1.96847 -0.98
H 0.48280 2.33013 -2.13123 0.50
H -0.89746 2.09205 -1.58376 0.50
O 0.00652 1.76057 -1.51487 -0.98
```

Results
- LUMO energy: -3.30 eV
- Charge: +1
- Largest force on an atom: 0.0200 hartree/bohr
- Energy relative to the best compared isomer or geometry (same formula, charge and spin): 43.39 kJ/mol
- Electronic energy: -286.24887 a.u.

=====

4.
A 4-piece molecular cluster, H10NO3 overall in a non-equilibrium geometry, computed with wB97M-V/def2-TZVPD.

The geometry in XYZ format:
```
14
Properties=species:S:1:pos:R:3:nbo_charge:R:1
N 1.19623 -0.33584 -0.26002 -0.89
H 1.42910 -1.12409 -0.85377 0.44
H 1.29224 0.50648 -0.82571 0.45
H 0.18517 -0.44027 -0.05506 0.48
H 1.75660 -0.44034 0.59111 0.47
H -2.82558 1.98804 -2.78571 0.47
H -3.06143 2.32723 -1.41659 0.47
O -2.75326 1.57190 -1.92555 -0.94
H 2.67266 0.68540 3.01034 0.50
H 2.56961 -0.86107 3.00674 0.49
O 2.71893 -0.09371 2.46168 -0.97
H -1.95749 -1.26259 -1.05445 0.51
H -1.86893 -1.42418 0.43676 0.50
O -1.35386 -1.09697 -0.32979 -0.98
```

Results
- LUMO energy: -3.34 eV
- Charge: +1
- Largest force on an atom: 0.0279 hartree/bohr
- Energy relative to the best compared isomer or geometry (same formula, charge and spin): 69.42 kJ/mol
- Electronic energy: -286.23896 a.u.

=====

5.
A 4-piece molecular cluster, H10NO3 overall in a non-equilibrium geometry, computed with wB97M-V/def2-TZVPD.

The geometry in XYZ format:
```
14
Properties=species:S:1:pos:R:3:nbo_charge:R:1
N 0.15103 0.89528 0.06467 -0.91
H 0.95422 0.49688 -0.49085 0.49
H 0.08591 1.92175 0.31526 0.45
H -0.63445 0.79287 -0.60424 0.45
H -0.03411 0.25351 0.86823 0.47
H 2.87391 1.86035 -1.76548 0.51
H 2.66082 1.85326 -0.32676 0.48
O 2.20203 1.58324 -1.10867 -0.97
H -0.27796 -2.39313 1.55393 0.51
H 0.37283 -1.32316 2.50551 0.49
O -0.03325 -1.47706 1.63474 -0.98
H -2.85962 -1.54452 -1.59607 0.48
H -3.14365 -1.51283 -0.22169 0.48
O -2.31770 -1.40642 -0.82857 -0.95
```

Results
- LUMO energy: -3.34 eV
- Charge: +1
- Largest force on an atom: 0.0671 hartree/bohr
- Energy relative to the best compared isomer or geometry (same formula, charge and spin): 115.20 kJ/mol
- Electronic energy: -286.22152 a.u.

=====

6.
A 5-piece molecular cluster, H10O4S overall in a non-equilibrium geometry, computed with wB97M-V/def2-TZVPD.

The geometry in XYZ format:
```
15
Properties=species:S:1:pos:R:3:nbo_charge:R:1
O -0.44264 2.03842 3.27661 -0.93
H 0.35832 1.70549 3.62972 0.46
H -0.16472 2.33561 2.43557 0.47
O -2.08161 -0.42600 -1.95656 -0.94
H -1.55317 -1.06060 -2.46488 0.47
H -2.54902 -0.98677 -1.33211 0.48
O 0.46789 1.52202 -1.66670 -0.96
H -0.48750 1.47549 -1.75577 0.49
H 0.82329 0.74788 -2.10962 0.48
O 1.37518 0.67357 0.88477 -0.96
H 2.32620 0.79192 0.88976 0.46
H 1.05771 1.32307 0.22700 0.49
S 0.83385 -3.08676 -0.14622 -0.28
H 0.18973 -3.44867 0.99176 0.15
H -0.15350 -3.60468 -0.90331 0.13
```

Results
- LUMO energy: 0.27 eV
- Largest force on an atom: 0.0324 hartree/bohr
- Energy relative to the best compared isomer or geometry (same formula, charge and spin): 72.34 kJ/mol
- Electronic energy: -705.11947 a.u.